1.
The following is a DFT calculation (the ωB97M-V functional and the def2-TZVPD basis) of a molecular structure, H16O7S in a non-equilibrium geometry.

Each line ends with the Mulliken charge.
Element x y z (Å)
S -3.30 -0.98 -0.14  -0.3881
H -2.63 -0.71 0.98  0.2424
H -2.73 -2.19 -0.25  0.2110
H -0.44 0.39 1.90  0.4292
H -1.61 -0.34 2.61  0.2695
O -1.30 -0.05 1.74  -0.7255
H 1.70 1.62 2.31  0.2679
H 1.71 0.53 1.17  0.4545
O 1.14 1.21 1.65  -0.6708
H -1.54 -0.05 -1.82  0.2533
H -0.52 0.86 -1.10  0.4999
O -0.60 0.17 -1.79  -0.7938
H 2.37 0.31 -3.33  0.3018
H 1.10 0.05 -2.48  0.3915
O 2.06 -0.10 -2.52  -0.6853
H 1.56 -1.18 0.08  0.3924
H 2.53 -0.29 -0.72  0.3763
O 2.31 -0.57 0.18  -0.7300
H -0.94 1.59 1.02  0.3597
H 0.55 1.81 0.79  0.4536
O -0.32 1.94 0.37  -0.9641
H -0.64 -1.24 0.54  0.3494
H -0.31 -1.12 -0.98  0.5475
O -0.16 -1.66 -0.19  -0.8422

## Properties
- relative energy (zero: lowest compared OMol25 entry of this formula, charge and spin) (kcal/mol) = 48.8
- gap between HOMO and LUMO (Ha) = 0.357
- multiplicity = 1

---

2.
The following is a DFT calculation (the ωB97M-V functional and the def2-TZVPD basis) of 8 unconnected molecules or ions with the total composition H16O8 in a non-equilibrium geometry.

Each line ends with the Mulliken charge.
Element x y z (Å)
O 0.53 -0.93 -0.62  -0.5976
H 0.18 -0.20 -0.10  0.2921
H 0.25 -1.72 -0.13  0.3048
O -3.40 -4.21 2.30  -0.6331
H -2.87 -4.38 3.09  0.3195
H -2.75 -4.09 1.60  0.3128
O -1.08 3.85 1.63  -0.6418
H -1.92 3.43 1.86  0.3302
H -0.76 3.33 0.88  0.2830
O 1.09 -3.71 -1.89  -0.6230
H 1.65 -4.50 -1.89  0.3175
H 1.63 -3.05 -1.45  0.3119
O 1.07 2.72 -1.34  -0.5272
H 0.12 2.65 -1.50  0.2696
H 1.15 2.74 -0.38  0.2866
O 3.15 1.79 -2.22  -0.5915
H 3.55 2.18 -1.44  0.2877
H 3.49 0.89 -2.24  0.2941
O 0.19 -2.60 2.57  -0.6318
H 0.56 -3.17 1.89  0.3171
H 0.96 -2.30 3.06  0.3127
O -2.00 3.48 -1.13  -0.5992
H -2.54 3.55 -1.93  0.2735
H -2.26 4.24 -0.61  0.3322

## Properties
- relative energy (zero: lowest compared OMol25 entry of this formula, charge and spin) (kcal/mol) = 71.4
- SMILES = O.O.O.O.O.O.O.O
- gap between HOMO and LUMO (Ha) = 0.380
- multiplicity = 1

---

3.
The following is a DFT calculation (the ωB97M-V functional and the def2-TZVPD basis) of 8 unconnected molecules or ions with the total composition H16O8.

Each line ends with the Mulliken charge.
Element x y z (Å)
O -4.51 -0.99 7.60  -0.6329
H -4.81 -0.14 7.93  0.3207
H -5.24 -1.32 7.08  0.3181
O 2.53 -0.05 9.09  -0.6409
H 1.97 0.70 8.87  0.3198
H 1.96 -0.81 9.00  0.3204
O -1.05 2.19 6.32  -0.6353
H -1.39 1.32 6.14  0.3183
H -1.75 2.79 6.04  0.3161
O -4.43 0.45 1.61  -0.6332
H -3.69 -0.10 1.87  0.3175
H -4.59 0.23 0.69  0.3200
O 3.02 6.04 6.48  -0.6394
H 2.60 5.22 6.21  0.3211
H 2.86 6.65 5.76  0.3184
O -1.23 -3.21 9.55  -0.6367
H -1.80 -2.70 8.96  0.3215
H -1.73 -4.00 9.73  0.3106
O -0.70 5.00 11.17  -0.6375
H -0.54 5.50 10.36  0.3182
H -0.38 5.57 11.87  0.3194
O -5.89 4.64 1.97  -0.6431
H -5.45 3.79 2.03  0.3220
H -5.39 5.11 1.29  0.3169

## Properties
- relative energy (zero: lowest compared OMol25 entry of this formula, charge and spin) (kcal/mol) = 66.8
- SMILES = O.O.O.O.O.O.O.O
- gap between HOMO and LUMO (Ha) = 0.413
- multiplicity = 1

---

4.
The following is a DFT calculation (the ωB97M-V functional and the def2-TZVPD basis) of 8 unconnected molecules or ions with the total composition H16O8 in a non-equilibrium geometry.

Each line ends with the Mulliken charge.
Element x y z (Å)
O 0.06 -1.41 -0.36  -0.5842
H 0.95 -1.04 -0.37  0.2705
H 0.08 -2.06 0.35  0.2983
O 1.50 4.14 -0.07  -0.6015
H 1.56 4.15 0.89  0.3136
H 1.47 3.20 -0.29  0.2841
O 3.19 -1.28 2.67  -0.6178
H 2.63 -1.82 2.11  0.3052
H 3.12 -0.39 2.30  0.3142
O 2.13 -1.94 -2.16  -0.6150
H 2.87 -1.80 -1.55  0.3209
H 1.46 -1.32 -1.86  0.2952
O -2.66 -1.43 -0.88  -0.5393
H -3.16 -2.02 -0.31  0.2884
H -3.14 -1.44 -1.71  0.2527
O -0.16 1.77 -2.08  -0.5426
H 0.04 1.23 -2.85  0.3210
H 0.58 1.60 -1.48  0.2107
O -3.24 0.51 1.70  -0.7245
H -2.62 1.24 1.63  0.3579
H -2.82 -0.10 2.32  0.3206
O -1.25 0.46 0.65  -0.6559
H -0.52 -0.16 0.59  0.3727
H -2.03 -0.10 0.76  0.3549

## Properties
- relative energy (zero: lowest compared OMol25 entry of this formula, charge and spin) (kcal/mol) = 101.8
- SMILES = O.O.O.O.O.O.O.O
- gap between HOMO and LUMO (Ha) = 0.349
- multiplicity = 1

---

5.
The following is a DFT calculation (the ωB97M-V functional and the def2-TZVPD basis) of 8 unconnected molecules or ions with the total composition H16O8.

Each line ends with the Mulliken charge.
Element x y z (Å)
O 2.50 0.64 2.43  -0.6327
H 1.80 0.23 1.91  0.3697
H 3.30 0.19 2.16  0.3064
O -0.85 2.61 1.12  -0.6701
H -0.67 2.98 0.25  0.2782
H -0.47 3.26 1.73  0.3247
O -3.15 1.48 2.49  -0.6200
H -2.23 1.70 2.28  0.3254
H -3.29 1.78 3.39  0.3166
O 0.27 -0.03 0.63  -0.6740
H -0.21 0.79 0.81  0.3657
H 0.09 -0.24 -0.30  0.3895
O -0.81 -0.21 -2.16  -0.6352
H -1.11 -0.48 -3.04  0.2940
H -0.65 0.73 -2.24  0.2285
O -0.92 -3.14 -1.70  -0.6262
H -0.85 -2.19 -1.58  0.3529
H -1.80 -3.29 -2.06  0.2961
O 0.87 -3.04 1.38  -0.6132
H 1.75 -3.17 1.02  0.3082
H 0.66 -2.12 1.19  0.3118
O 2.26 0.38 -3.10  -0.6031
H 1.93 0.35 -4.01  0.3110
H 1.56 0.80 -2.59  0.2959

## Properties
- relative energy (zero: lowest compared OMol25 entry of this formula, charge and spin) (kcal/mol) = 56.7
- SMILES = O.O.O.O.O.O.O.O
- gap between HOMO and LUMO (Ha) = 0.370
- multiplicity = 1

---

6.
The following is a DFT calculation (the ωB97M-V functional and the def2-TZVPD basis) of 8 unconnected molecules or ions with the total composition H16O8 in a non-equilibrium geometry.

Each line ends with the Mulliken charge.
Element x y z (Å)
O -0.81 0.74 0.07  -0.5702
H -0.93 -0.16 0.31  0.3478
H -0.40 0.65 -0.81  0.2376
O 0.72 -3.23 -0.54  -0.5556
H 0.57 -3.74 0.27  0.2948
H 1.69 -3.25 -0.68  0.2966
O -0.52 3.87 -3.54  -0.6446
H -0.74 3.01 -3.18  0.3065
H -1.47 4.15 -3.85  0.3173
O -1.02 -2.03 -1.93  -0.6102
H -0.26 -1.41 -1.93  0.2732
H -1.04 -2.47 -2.78  0.2840
O -1.08 3.35 -0.95  -0.6048
H -1.09 2.82 -0.16  0.3316
H -1.86 3.79 -1.14  0.3003
O 2.08 -1.76 3.88  -0.6280
H 2.76 -2.16 3.25  0.3290
H 1.43 -1.27 3.35  0.3068
O -2.92 0.43 1.36  -0.6402
H -2.82 -0.32 1.89  0.2886
H -2.22 1.02 1.69  0.3441
O 3.02 -0.60 2.05  -0.5613
H 3.05 -0.45 1.17  0.2595
H 3.87 -0.98 2.17  0.2970

## Properties
- relative energy (zero: lowest compared OMol25 entry of this formula, charge and spin) (kcal/mol) = 100.9
- SMILES = O.O.O.O.O.O.O.O
- gap between HOMO and LUMO (Ha) = 0.395
- multiplicity = 1

---

Q: What is the formula in the first record?
A: H16O7S

---

Q: Which of these has the lowest relative energy (zero: lowest compared OMol25 entry of this formula, charge and spin)?
A: H16O7S

---

Q: Which value of relative energy (zero: lowest compared OMol25 entry of this formula, charge and spin) does entry 5 give?
A: 56.7 kcal/mol

---

Q: Which formula does entry 6 have?
A: H16O8